[1]
ORCA calculation (ωB97M-V with the def2-TZVPD basis set) on a molecular structure, C29H29AsF5N2OPdS2Se at a distorted geometry.

Structure (XYZ):
```
71
Properties=species:S:1:pos:R:3:forces:R:3:lowdin_charge:R:1
Pd -0.192 -0.088 0.030 -0.084 0.463 1.273 0.5601
N 1.154 0.458 1.569 -0.133 -0.043 -0.520 -0.0178
C 2.048 1.538 1.267 0.047 0.114 0.202 -0.3353
C 2.077 2.682 2.047 0.047 -0.101 0.100 -0.0510
C 2.936 3.713 1.706 0.036 -0.006 -0.043 -0.0570
C 3.752 3.594 0.587 -0.035 -0.018 0.041 -0.0533
C 3.695 2.454 -0.197 0.062 -0.014 0.055 -0.0089
C 2.833 1.412 0.134 -0.066 -0.136 -0.038 -0.1589
C 2.689 0.216 -0.724 0.009 0.258 -0.201 -0.1767
C 3.838 -0.372 -1.263 -0.028 0.072 -0.108 -0.0141
C 3.768 -1.409 -2.176 0.037 -0.010 0.008 -0.0544
C 2.530 -1.869 -2.591 -0.022 0.082 -0.056 -0.0550
C 1.377 -1.324 -2.041 0.173 0.035 -0.195 -0.1692
C 1.453 -0.311 -1.105 -0.138 -0.573 0.241 -0.2118
H 0.572 0.658 2.379 -0.109 -0.094 -0.046 0.1081
H 1.621 -0.448 1.663 0.087 0.077 0.264 0.0449
H 1.438 2.760 2.918 -0.022 0.025 -0.020 0.1228
H 2.960 4.611 2.307 0.020 -0.005 0.011 0.1141
H 4.424 4.399 0.320 -0.013 0.009 -0.016 0.1123
H 4.305 2.371 -1.088 -0.007 0.016 -0.004 0.1223
H 4.802 -0.009 -0.929 0.001 0.031 -0.039 0.1238
H 4.675 -1.856 -2.560 0.008 0.001 0.015 0.1136
H 2.452 -2.677 -3.308 -0.013 0.003 -0.002 0.1156
H 0.420 -1.715 -2.336 -0.068 -0.200 0.180 0.0203
C -2.172 -1.033 3.844 -0.011 0.014 0.018 0.0193
C -2.376 -0.801 2.379 -0.080 0.036 -0.051 -0.5957
N -3.273 -1.563 1.755 -0.037 -0.005 -0.036 0.2099
O -1.726 0.074 1.780 0.208 -0.185 -0.037 -0.1561
H -2.971 -1.618 4.295 0.004 0.001 0.009 0.0873
H -2.087 -0.073 4.351 -0.004 0.008 -0.016 0.0966
H -1.229 -1.571 3.963 -0.003 -0.006 -0.009 0.0888
H -3.765 -2.293 2.239 0.007 -0.001 0.010 0.1223
H -3.397 -1.475 0.759 0.016 0.008 -0.003 0.0603
C -1.215 -1.695 -4.493 0.029 -0.064 -0.032 -0.2293
As -1.690 -0.136 -3.468 -0.020 -0.157 -0.119 0.8215
C -3.373 0.336 -4.255 -0.112 0.034 0.031 -0.2208
C -0.390 1.219 -3.829 0.021 0.132 0.021 -0.2079
S -2.001 -0.697 -1.412 0.281 0.229 -0.003 0.2952
H -1.286 -1.450 -5.552 -0.004 0.021 0.005 0.0504
H -1.930 -2.480 -4.252 0.004 0.000 -0.002 0.0488
H -0.210 -2.039 -4.268 0.013 0.026 0.008 0.0259
H -3.230 0.428 -5.331 0.015 -0.008 0.003 0.0543
H -3.750 1.268 -3.847 0.011 -0.013 0.011 0.0236
H -4.076 -0.469 -4.049 0.002 -0.006 -0.012 0.0519
H -0.263 1.260 -4.911 0.014 -0.018 -0.001 0.0565
H 0.546 0.956 -3.344 0.017 -0.030 -0.008 0.0278
H -0.748 2.171 -3.450 0.044 -0.035 0.018 0.0266
F -6.519 3.226 0.213 -0.004 0.008 -0.005 0.1515
C -5.208 3.041 0.155 -0.037 0.001 0.004 -0.1285
C -4.453 3.039 1.315 0.005 0.016 0.030 -0.1355
F -5.049 3.228 2.488 -0.002 -0.020 0.012 0.1384
C -3.086 2.836 1.246 0.034 -0.139 -0.006 -0.2575
F -2.407 2.832 2.391 -0.034 0.062 -0.001 0.0882
C -2.434 2.632 0.033 -0.042 -0.106 0.127 -0.4828
Se -0.550 2.411 -0.013 0.098 -0.015 -0.678 0.8990
C -3.220 2.659 -1.106 0.016 0.111 0.028 -0.2664
F -2.656 2.525 -2.318 -0.023 0.052 0.020 0.0137
C -4.586 2.855 -1.067 0.017 -0.017 -0.024 -0.1378
F -5.298 2.869 -2.195 -0.009 -0.020 -0.005 0.1251
S 0.229 -2.256 1.074 -0.275 -0.065 -0.438 0.7255
C 0.538 -3.634 0.007 0.040 0.093 0.019 -0.6348
C -0.279 -3.941 -1.080 -0.125 -0.060 0.118 -0.1492
C -0.007 -5.047 -1.870 0.012 0.032 -0.037 -0.0849
C 1.071 -5.872 -1.576 0.006 0.018 -0.008 -0.0842
C 1.869 -5.586 -0.478 0.002 -0.003 0.031 -0.0769
C 1.610 -4.472 0.307 0.107 0.066 -0.049 -0.1170
H -1.141 -3.320 -1.282 0.000 0.014 -0.043 0.0461
H -0.648 -5.277 -2.713 -0.008 0.001 0.014 0.1034
H 1.281 -6.736 -2.191 -0.008 -0.006 0.006 0.1052
H 2.702 -6.232 -0.230 0.006 0.007 0.001 0.1079
H 2.240 -4.243 1.157 0.019 0.002 -0.022 0.1001
```
Forces are in eV/Å.

Values from the calculation:
LUMO, eV: -4.30
Charge: +1
Molecular weight, g mol⁻¹: 840.99
HOMO-LUMO gap, hartree: 0.2181
HOMO energy, eV: -10.2318

=====

[2]
ORCA calculation (ωB97M-V with the def2-TZVPD basis set) on a molecular structure, C29H29AsO4S3Ti at a distorted geometry.

Structure (XYZ):
```
67
Properties=species:S:1:pos:R:3:forces:R:3:lowdin_charge:R:1
Ti 0.497 -0.156 0.184 0.771 -0.719 1.417 0.7268
S 0.902 -0.930 2.266 -0.127 -0.187 -0.491 0.7741
C -0.467 -2.025 2.617 -0.020 0.063 0.191 -0.6185
C -0.801 -2.198 3.955 -0.043 -0.043 -0.021 -0.0898
C -1.856 -3.038 4.287 0.014 0.007 0.029 -0.0385
C -2.582 -3.687 3.300 -0.027 -0.024 -0.016 -0.0390
C -2.245 -3.518 1.963 -0.004 -0.119 0.175 -0.0625
C -1.172 -2.709 1.626 -0.083 0.079 -0.094 -0.3904
As -0.681 -2.391 -0.201 0.301 -0.676 0.326 1.3118
C 0.920 -3.440 -0.498 -0.042 0.168 -0.172 -0.3944
C 1.682 -3.953 0.538 0.076 -0.161 0.024 -0.0892
C 2.873 -4.614 0.250 -0.057 0.013 0.033 -0.0477
C 3.292 -4.754 -1.064 -0.024 0.017 -0.031 -0.0573
C 2.515 -4.249 -2.103 0.028 -0.013 0.029 -0.0726
C 1.333 -3.582 -1.822 0.128 -0.090 -0.002 -0.1326
C -1.973 -3.213 -1.302 -0.358 0.153 -0.155 -0.4058
C -1.853 -4.565 -1.605 -0.262 -0.079 -0.125 -0.0930
C -2.855 -5.172 -2.350 0.058 -0.030 0.020 -0.0477
C -3.954 -4.439 -2.779 0.000 0.007 -0.004 -0.0452
C -4.068 -3.092 -2.463 0.029 0.010 0.021 -0.0545
C -3.074 -2.472 -1.720 -0.119 -0.082 -0.125 -0.0975
H -0.250 -1.680 4.729 -0.001 -0.001 -0.017 0.1147
H -2.116 -3.176 5.329 -0.002 0.007 -0.010 0.1228
H -3.410 -4.329 3.568 0.007 0.003 0.007 0.1211
H -2.812 -4.028 1.194 0.011 0.017 -0.032 0.1121
H 1.347 -3.875 1.565 0.018 0.051 0.012 0.1013
H 3.460 -5.033 1.056 0.007 0.011 -0.006 0.1184
H 4.214 -5.277 -1.283 -0.016 -0.008 -0.002 0.1164
H 2.819 -4.398 -3.132 0.012 0.007 0.012 0.1139
H 0.724 -3.213 -2.641 -0.037 0.051 0.019 0.1121
H -1.007 -5.149 -1.270 0.066 0.019 0.028 0.1112
H -2.775 -6.224 -2.590 -0.015 0.017 -0.012 0.1185
H -4.726 -4.922 -3.364 0.006 0.003 0.019 0.1193
H -4.928 -2.524 -2.791 0.009 -0.017 -0.012 0.1172
H -3.170 -1.421 -1.475 0.043 0.023 0.032 0.1059
C -1.319 7.165 3.027 -0.010 -0.078 -0.047 -0.0210
C -1.055 5.913 2.241 -0.026 0.118 0.111 -0.2204
C -1.258 4.653 2.815 -0.017 0.023 0.038 -0.0013
C -0.983 3.499 2.114 0.049 0.189 -0.235 -0.0165
C -0.516 3.631 0.800 -0.147 0.315 0.455 -0.3105
C -0.310 4.873 0.191 -0.212 -0.036 0.185 -0.0164
C -0.589 6.004 0.928 0.002 0.039 -0.037 -0.0013
S -0.009 2.273 -0.058 0.044 0.521 -0.195 0.6103
O 1.226 1.666 0.590 -0.089 0.178 -0.510 -0.4074
O 0.172 2.546 -1.446 0.097 -0.018 -0.104 -0.2339
O -0.956 1.075 0.172 -0.408 0.285 -0.394 -0.3799
H -1.828 6.952 3.964 0.000 0.000 -0.006 0.0858
H -1.927 7.862 2.449 0.005 -0.005 0.005 0.0964
H -0.377 7.668 3.255 -0.007 -0.008 -0.004 0.1011
H -1.637 4.585 3.826 0.015 0.010 -0.016 0.1282
H -1.141 2.529 2.564 0.040 -0.040 -0.038 0.1273
H 0.038 4.938 -0.830 0.027 -0.021 0.017 0.1245
H -0.447 6.978 0.478 0.002 -0.010 0.023 0.1336
O 1.864 -0.412 -1.038 0.766 0.585 -0.618 -0.6126
S 2.936 0.599 -1.695 -0.455 -0.379 0.427 1.1658
C 4.374 -0.481 -1.910 -0.028 -0.105 -0.056 -0.2620
C 4.647 -0.521 -3.416 -0.039 0.002 0.041 -0.1969
C 3.278 -0.529 -4.093 0.003 0.023 0.005 -0.1988
C 2.494 0.605 -3.440 -0.058 -0.043 -0.040 -0.2781
H 4.040 -1.447 -1.522 0.026 0.011 -0.013 0.1014
H 5.184 -0.097 -1.292 0.015 0.011 -0.028 0.1077
H 5.243 -1.400 -3.656 -0.015 -0.013 -0.012 0.1323
H 5.218 0.357 -3.723 0.012 -0.007 0.005 0.1277
H 2.769 -1.480 -3.923 0.012 -0.008 0.017 0.1119
H 3.346 -0.370 -5.167 0.005 -0.006 -0.003 0.1332
H 1.406 0.543 -3.484 0.011 0.019 -0.036 0.1101
H 2.792 1.594 -3.797 0.037 -0.030 -0.006 0.1178
```
Forces are in eV/Å.

Values from the calculation:
LUMO, eV: -7.35
Charge: +2
Molecular weight, g mol⁻¹: 660.54
HOMO-LUMO gap, hartree: 0.2458
HOMO energy, eV: -14.0390

=====

[3]
ORCA calculation (ωB97M-V with the def2-TZVPD basis set) on a molecular structure, C29H29BN6OS2Sc.

Structure (XYZ):
```
69
Properties=species:S:1:pos:R:3:forces:R:3:lowdin_charge:R:1
Sc 0.181 1.266 0.158 0.579 0.330 0.046 0.8703
C -1.022 0.132 4.272 -0.010 -0.011 0.008 -0.0305
C -0.005 0.281 3.336 0.055 -0.026 -0.039 -0.1171
N -0.439 0.973 2.279 -0.043 -0.031 -0.056 -0.0326
N -1.733 1.283 2.524 -0.198 0.065 0.270 -0.0202
C -2.104 0.787 3.709 0.107 -0.072 0.026 -0.0446
B -2.575 2.171 1.571 0.450 -0.080 -0.101 -0.4896
N -2.856 1.368 0.280 -0.270 0.031 -0.065 -0.0175
C -4.054 0.999 -0.183 0.069 -0.081 -0.089 -0.0388
C -3.881 0.331 -1.381 0.073 -0.020 -0.088 -0.0351
C -2.507 0.332 -1.583 -0.018 0.020 0.023 -0.1219
N -1.884 0.958 -0.578 -0.101 0.002 0.109 -0.0317
N -1.731 3.404 1.217 -0.204 0.173 0.120 -0.0251
C -1.983 4.689 1.491 0.080 0.100 -0.011 -0.0406
C -0.919 5.451 1.044 -0.003 -0.004 -0.038 -0.0237
C -0.036 4.528 0.494 0.015 0.062 0.015 -0.1085
N -0.530 3.292 0.602 -0.113 0.087 0.033 -0.0608
H -0.981 -0.365 5.224 0.021 0.008 0.004 0.1052
H 1.019 -0.056 3.387 0.005 -0.004 -0.060 0.1190
H -3.107 0.924 4.077 0.000 0.066 -0.008 0.1326
H -3.596 2.486 2.092 -0.112 -0.018 0.035 0.1284
H -4.951 1.220 0.371 0.019 0.080 0.005 0.1342
H -4.638 -0.082 -2.024 -0.015 0.000 0.017 0.1078
H -1.944 -0.095 -2.393 0.156 -0.056 -0.131 0.1209
H -2.891 4.988 1.987 -0.035 -0.068 -0.013 0.1327
H -0.806 6.518 1.096 0.002 0.001 0.020 0.1062
H 0.924 4.696 0.037 -0.014 -0.099 -0.061 0.0906
O 0.752 -0.676 0.228 -0.059 -0.151 -0.399 -0.6427
S 1.593 -1.925 0.443 -0.182 -0.610 0.006 1.0587
C 2.153 -2.579 -1.206 -0.043 0.234 0.062 -0.2200
C 1.497 -2.050 -2.448 -0.240 0.132 0.049 -0.2660
C 0.790 -2.897 -3.293 -0.061 -0.065 0.129 -0.0374
C 0.256 -2.424 -4.482 0.020 -0.026 -0.009 -0.0646
C 0.436 -1.098 -4.845 -0.109 0.050 0.021 -0.0731
C 1.158 -0.249 -4.017 -0.085 0.062 0.067 -0.0648
C 1.680 -0.719 -2.821 0.254 -0.164 -0.072 -0.0772
C 0.353 -3.161 1.009 0.340 0.098 -0.176 -0.2493
C -0.655 -3.637 0.014 -0.019 0.007 -0.214 -0.2782
C -1.681 -2.802 -0.422 0.004 0.032 0.113 -0.0342
C -2.628 -3.273 -1.316 -0.065 0.030 -0.045 -0.0602
C -2.564 -4.577 -1.787 0.098 -0.038 -0.010 -0.0644
C -1.543 -5.413 -1.359 -0.018 0.002 -0.053 -0.0689
C -0.594 -4.943 -0.464 0.113 0.011 0.032 -0.0515
H 2.058 -3.662 -1.123 -0.014 -0.043 0.062 0.0980
H 3.211 -2.318 -1.225 0.024 -0.035 0.182 0.1016
H 0.679 -3.941 -3.034 -0.095 -0.075 0.066 0.1105
H -0.281 -3.102 -5.132 -0.008 0.020 -0.007 0.1102
H 0.020 -0.728 -5.773 0.047 -0.017 -0.009 0.1093
H 1.331 0.781 -4.307 0.007 -0.020 0.010 0.1130
H 2.300 -0.067 -2.216 -0.111 -0.025 0.000 0.0345
H -0.115 -2.653 1.854 0.107 0.064 0.037 0.1002
H 0.961 -3.984 1.391 0.000 0.003 0.048 0.1022
H -1.748 -1.788 -0.044 -0.009 -0.041 0.000 0.0978
H -3.433 -2.623 -1.634 0.018 0.013 -0.003 0.0980
H -3.309 -4.948 -2.478 -0.016 0.027 0.008 0.1107
H -1.486 -6.432 -1.717 -0.014 -0.001 0.014 0.1120
H 0.190 -5.608 -0.117 0.000 0.005 0.002 0.1187
S 2.219 2.126 -0.931 -0.297 0.107 -0.014 0.6223
C 3.164 2.388 0.554 -0.031 -0.090 -0.098 -0.6527
C 3.576 1.309 1.338 -0.088 0.154 -0.008 -0.1329
C 4.400 1.519 2.434 0.013 -0.063 0.066 -0.0817
C 4.810 2.801 2.765 0.025 -0.014 0.067 -0.0812
C 4.399 3.877 1.991 -0.006 0.010 -0.076 -0.0708
C 3.593 3.673 0.883 -0.054 -0.017 0.114 -0.1211
H 3.273 0.307 1.058 0.074 -0.034 0.012 0.0645
H 4.746 0.673 3.015 -0.035 0.007 0.033 0.1067
H 5.459 2.961 3.615 -0.006 -0.006 0.007 0.1066
H 4.724 4.880 2.237 0.016 -0.005 0.007 0.1098
H 3.305 4.505 0.254 0.011 0.012 0.009 0.0975
```
Forces are in eV/Å.

Values from the calculation:
LUMO, eV: -2.28
Charge: +1
Molecular weight, g mol⁻¹: 597.49
HOMO-LUMO gap, hartree: 0.3050
HOMO energy, eV: -10.5787

=====

Going through the records in order, we get relative energy (zero: lowest compared OMol25 entry of this formula, charge and spin) values of 0.3, 0.0, 8.2 kcal/mol.